Below is an isolated molecule of C4H7NO, with properties calculated with ωB97M-V/def2-TZVPD.

```
13
C4H7NO, DFT ωB97M-V/def2-TZVPD
C -1.7595 -0.2674 -0.0340
N -1.2434 1.0740 0.3642
C -0.4972 0.2509 -0.5803
C 0.8394 -0.4141 -0.4214
C 1.9367 0.1796 0.3424
O 1.1825 -0.9153 0.8553
H -1.6084 -1.0780 0.6796
H -2.6741 -0.2581 -0.6007
H -1.3798 0.7665 1.3307
H -0.6584 0.5913 -1.6032
H 1.1025 -1.0704 -1.2591
H 2.9719 -0.0484 0.0831
H 1.7682 1.1317 0.8416
```

* total charge: 0
* HOMO: -9.584 eV
* Kohn-Sham gap: 10.8 eV